A cluster of 11 separate species, C76H166F6N9O6S2 in total in a non-equilibrium geometry. Source: the OMol25 dataset; level of theory: ωB97M-V/def2-TZVPD.

Each line ends with the Löwdin charge.
Cartesian coordinates (Å):
S (1.10, 0.18, -0.33)  0.49
S (3.10, -1.59, -5.97)  0.53
F (4.63, -2.75, -3.97)  0.13
F (-0.05, -1.35, -2.16)  0.14
F (-0.35, -2.14, -0.19)  0.12
F (1.62, -2.30, -1.13)  0.11
F (4.90, -0.63, -4.37)  0.08
F (3.15, -1.32, -3.21)  0.08
O (2.66, -0.14, -6.10)  -0.38
O (1.44, -0.11, 1.05)  -0.35
O (4.11, -1.91, -6.93)  -0.28
O (2.06, -2.63, -5.87)  -0.36
O (2.27, 0.67, -1.10)  -0.34
O (-0.05, 1.05, -0.63)  -0.34
N (-3.56, -6.28, 1.91)  -0.20
N (-3.28, 6.16, 0.49)  -0.22
N (2.07, 3.87, -4.16)  -0.23
N (2.85, 3.39, 3.06)  -0.21
N (-4.16, 1.93, 5.76)  -0.23
N (2.89, -4.04, 4.03)  -0.21
N (-0.09, -5.55, -4.47)  -0.17
N (7.07, -0.78, -0.56)  -0.23
N (-6.48, 0.96, -2.40)  -0.20
C (0.02, -4.83, -6.87)  -0.14
C (-1.95, 4.21, -0.29)  -0.15
C (-2.91, 7.61, 0.13)  -0.08
C (2.25, -1.63, 3.78)  -0.13
C (-6.35, 2.49, -2.79)  -0.06
C (0.21, 2.03, -3.81)  -0.21
C (-1.94, 5.36, 0.73)  -0.09
C (2.38, 4.01, 4.40)  -0.08
C (-2.18, 1.18, 2.37)  -0.13
C (0.78, -5.66, -5.78)  -0.05
C (4.35, 3.42, -5.36)  -0.12
C (-4.66, -7.21, 2.46)  -0.08
C (3.95, -4.83, 3.22)  -0.11
C (2.02, 1.71, 4.59)  -0.18
C (-3.71, -2.55, 0.56)  -0.11
C (8.02, -1.81, -1.16)  -0.13
C (-3.10, -3.82, 1.03)  -0.26
C (-3.41, 4.03, -0.73)  -0.17
C (-6.99, 4.91, -2.39)  -0.10
C (4.31, -4.16, 1.88)  -0.20
C (-3.36, -8.50, 0.80)  -0.12
C (5.62, -1.19, -0.82)  -0.05
C (7.34, 0.62, -1.16)  0.06
C (-7.04, 3.51, -1.74)  -0.19
C (7.16, -0.81, 1.03)  -0.07
C (1.06, 5.04, -3.96)  0.02
C (3.11, 1.97, 3.51)  -0.10
C (7.82, -2.06, -2.63)  -0.22
C (-2.45, 1.87, 3.69)  -0.27
C (-1.15, -4.19, -6.23)  -0.18
C (4.84, -0.45, 0.33)  -0.13
C (0.53, -1.53, -0.99)  -0.65
C (-0.16, -5.72, -1.86)  -0.23
C (3.98, -1.62, -4.24)  -0.62
C (1.58, -2.47, 2.68)  -0.17
C (3.96, 2.55, -3.00)  -0.14
C (-0.96, -4.27, -4.74)  -0.10
C (-5.50, 1.01, 7.62)  -0.13
C (-1.09, -6.80, -4.52)  0.05
C (-4.82, -8.27, 1.33)  -0.10
C (-5.60, 1.58, 6.24)  -0.10
C (3.30, -2.60, 4.42)  -0.07
C (-4.19, 6.07, 1.70)  -0.01
C (-3.85, 1.46, 4.26)  -0.12
C (1.63, 3.47, 2.14)  0.04
C (5.08, 3.05, -4.02)  -0.14
C (-4.12, -4.85, 1.51)  -0.07
C (-2.46, -6.14, 3.07)  0.05
C (1.51, -3.93, 3.22)  -0.05
C (-4.60, -0.09, -3.92)  -0.15
C (1.49, 2.99, 5.15)  -0.16
C (9.02, -2.89, -3.18)  -0.06
C (-2.12, 9.86, 1.05)  -0.08
C (5.50, -4.95, 1.22)  -0.05
C (-4.15, 0.48, -1.50)  -0.16
C (-0.44, 0.78, -4.44)  -0.07
C (-7.97, 0.59, -2.08)  0.03
C (2.62, -4.87, 5.34)  0.05
C (4.20, 5.48, 2.35)  -0.21
C (3.12, 4.36, -5.23)  -0.06
C (-3.94, 5.44, -0.70)  -0.11
C (1.27, 2.69, -4.73)  -0.10
C (-3.23, 1.26, 6.78)  -0.11
C (5.88, -0.20, 1.45)  -0.18
C (2.79, 3.56, -2.82)  -0.08
C (-2.85, -7.04, 0.73)  -0.11
C (-5.61, 0.62, -1.14)  -0.11
C (5.63, 5.93, 1.85)  -0.05
C (-2.36, 8.42, 1.39)  -0.23
C (-3.95, -0.60, -2.63)  -0.16
C (4.18, 3.95, 2.37)  -0.09
C (-6.08, 0.04, -3.66)  -0.07
C (0.71, -5.85, -0.60)  -0.09
C (-4.03, 1.23, 8.06)  -0.14
C (0.70, -5.51, -3.11)  -0.09
C (-4.04, 3.44, 5.78)  0.00
H (-6.05, 5.18, -2.86)  0.07
H (-4.88, -5.06, 0.76)  0.14
H (6.94, 1.41, -0.52)  0.10
H (-1.23, 4.47, -1.06)  0.11
H (5.58, -2.22, -0.47)  0.12
H (0.46, 5.28, -4.84)  0.11
H (4.67, -3.15, 2.08)  0.08
H (-5.60, -6.68, 2.63)  0.13
H (-2.41, -3.45, 1.80)  0.09
H (5.21, -5.92, 0.82)  0.08
H (0.37, 0.08, -4.65)  0.07
H (-4.35, -0.76, -4.74)  0.13
H (-8.60, 0.94, -2.90)  0.12
H (0.63, 1.58, -2.91)  0.06
H (7.78, -1.14, -3.21)  0.11
H (-5.75, 1.33, -0.33)  0.10
H (2.38, 1.11, 5.43)  0.12
H (1.10, -6.86, -0.47)  0.09
H (1.54, 5.96, -3.64)  0.10
H (9.03, -2.98, -4.27)  0.09
H (8.05, -0.23, 1.30)  0.14
H (0.40, 4.73, -3.14)  0.07
H (3.46, 1.65, -3.38)  0.09
H (1.33, -4.62, -3.10)  0.13
H (-5.95, -0.36, -0.80)  0.12
H (-2.41, 0.12, 2.34)  0.06
H (1.85, -4.32, 5.87)  0.10
H (1.80, 2.85, 1.25)  0.10
H (-3.03, 8.45, 2.25)  0.10
H (-0.02, -5.73, 0.20)  0.04
H (0.45, 3.16, 4.87)  0.09
H (-2.76, 1.68, 1.59)  0.04
H (-1.14, 1.36, 2.09)  0.05
H (-6.25, 2.45, 6.14)  0.14
H (4.11, 2.52, -5.92)  0.12
H (-2.29, 7.50, -0.76)  0.13
H (-0.74, -4.81, -1.72)  0.09
H (-3.17, -6.63, -0.23)  0.12
H (-4.52, 5.05, 1.90)  0.07
H (-1.51, 10.43, 1.75)  0.10
H (-2.00, 4.88, 1.71)  0.09
H (-5.92, 0.82, 5.52)  0.12
H (-1.69, 1.71, 4.45)  0.09
H (1.78, -5.29, -5.56)  0.12
H (-4.36, -7.62, 3.42)  0.13
H (2.44, -5.94, 5.23)  0.11
H (1.50, -5.09, -0.63)  0.07
H (2.71, -0.71, 3.41)  0.08
H (5.65, 5.65, 0.79)  0.07
H (-2.43, -4.15, 0.24)  0.10
H (3.41, -4.12, 1.27)  0.09
H (-2.34, 1.89, 6.83)  0.12
H (4.10, 1.86, 3.95)  0.13
H (2.49, 4.58, -6.10)  0.14
H (-1.93, -4.30, -4.23)  0.12
H (3.06, 4.55, -2.46)  0.12
H (-4.58, 3.81, 6.66)  0.12
H (-3.73, 1.47, -1.67)  0.09
H (-0.52, -7.69, -4.28)  0.10
H (-4.21, -1.59, -2.28)  0.10
H (-8.26, 1.12, -1.18)  0.09
H (-1.52, 7.84, 1.76)  0.09
H (-2.98, -1.74, 0.51)  0.06
H (4.99, 3.49, 2.93)  0.12
H (-7.33, 5.66, -1.67)  0.08
H (-5.46, -7.82, 0.57)  0.12
H (4.25, -2.36, 3.95)  0.11
H (6.78, 0.78, -2.08)  0.10
H (1.98, 3.29, -2.15)  0.11
H (5.67, 7.01, 1.97)  0.09
H (0.64, -4.10, 3.86)  0.11
H (7.29, -1.81, 1.44)  0.13
H (-3.14, 10.25, 1.13)  0.09
H (6.90, -2.62, -2.81)  0.10
H (-0.53, 2.73, -3.42)  0.09
H (-3.91, 2.15, 8.64)  0.12
H (-1.77, -6.93, 0.77)  0.10
H (9.02, -1.47, -0.91)  0.14
H (-1.39, -3.20, -6.62)  0.13
H (-3.59, 5.99, -1.58)  0.14
H (5.75, 3.81, -3.62)  0.11
H (1.84, 4.96, 4.37)  0.13
H (-3.15, -5.96, 3.89)  0.10
H (-1.60, 3.31, 0.22)  0.08
H (-0.89, -6.52, -1.84)  0.10
H (-3.61, 0.12, -0.62)  0.09
H (1.43, 4.53, 2.00)  0.10
H (9.93, -2.37, -2.89)  0.08
H (0.70, -4.10, -7.30)  0.11
H (-5.19, -9.23, 1.70)  0.13
H (-6.49, -0.88, -3.23)  0.12
H (-0.37, -3.44, -4.36)  0.12
H (3.93, -0.93, 0.69)  0.09
H (0.88, 2.99, -5.70)  0.14
H (3.57, -5.85, 3.16)  0.14
H (2.18, -2.58, 1.78)  0.08
H (6.11, 0.83, 1.73)  0.11
H (-1.82, -5.27, 2.95)  0.07
H (1.47, -6.26, -3.26)  0.14
H (-1.16, 0.32, -3.76)  0.04
H (-3.72, 0.43, 8.74)  0.13
H (-3.06, 0.26, 6.39)  0.12
H (-4.26, 0.92, -4.15)  0.12
H (-4.46, -2.17, 1.26)  0.08
H (-5.29, 2.72, -2.75)  0.09
H (3.28, 4.14, 5.00)  0.14
H (5.80, -4.40, 0.33)  0.05
H (3.02, 1.29, 2.66)  0.10
H (-5.02, 5.44, -0.54)  0.11
H (-8.09, 3.23, -1.66)  0.10
H (-2.87, -0.66, -2.77)  0.09
H (-5.05, 6.71, 1.48)  0.11
H (4.04, 5.78, 3.38)  0.10
H (4.41, 2.24, -2.06)  0.09
H (5.79, 2.26, -4.26)  0.10
H (1.50, 2.98, 6.24)  0.13
H (1.52, -4.70, 2.45)  0.11
H (-6.68, 2.50, -3.83)  0.13
H (1.11, 1.23, 4.22)  0.10
H (7.74, -2.67, -0.56)  0.12
H (3.45, 5.96, 1.72)  0.11
H (4.50, 0.56, 0.10)  0.08
H (0.78, 2.99, 2.62)  0.08
H (-4.72, 1.85, 3.73)  0.08
H (9.06, -3.90, -2.77)  0.08
H (-2.70, -9.09, 1.44)  0.12
H (-1.86, -6.66, -3.76)  0.08
H (5.06, 4.01, -5.93)  0.13
H (8.42, 0.75, -1.18)  0.12
H (3.44, 5.30, -4.80)  0.13
H (-1.45, -7.01, -5.53)  0.11
H (-3.83, 8.02, -0.28)  0.14
H (3.59, -4.70, 5.82)  0.10
H (-3.99, 0.38, 4.17)  0.11
H (-4.00, 3.43, -0.04)  0.08
H (6.36, -5.15, 1.85)  0.09
H (-5.66, -0.07, 7.51)  0.12
H (-6.20, 1.49, 8.30)  0.14
H (-2.99, 3.72, 5.75)  0.09
H (-3.50, 3.67, -1.75)  0.10
H (0.92, -6.72, -6.03)  0.13
H (-8.10, -0.45, -1.78)  0.11
H (-1.78, 9.91, 0.02)  0.08
H (-6.69, 0.32, -4.52)  0.14
H (-3.84, 6.58, 2.60)  0.09
H (-2.08, -4.72, -6.46)  0.12
H (-1.04, 5.97, 0.75)  0.12
H (4.24, 3.49, 1.38)  0.13
H (-4.47, 3.91, 4.90)  0.09
H (-4.16, -2.64, -0.43)  0.07
H (-3.21, -8.91, -0.20)  0.12
H (5.61, -0.71, 2.38)  0.10
H (3.35, -2.41, 5.49)  0.13
H (-4.56, -4.49, 2.44)  0.13
H (1.97, 1.89, -4.99)  0.10
H (-0.28, -5.58, -7.59)  0.13
H (-2.45, 2.93, 3.47)  0.07
H (6.41, 5.41, 2.40)  0.08
H (-6.50, 3.46, -0.80)  0.08
H (4.84, -4.80, 3.85)  0.14
H (5.28, -0.90, -1.82)  0.12
H (0.57, -2.11, 2.45)  0.10
H (-1.89, -7.04, 3.27)  0.11
H (1.54, -1.47, 4.60)  0.11
H (-7.74, 5.13, -3.16)  0.09
H (-1.03, 1.05, -5.31)  0.08

Its spin multiplicity is 2. For the relative energy (zero: lowest compared OMol25 entry of this formula, charge and spin), the calculation gives 0.0 kcal/mol. The calculation puts the highest occupied orbital energy (spin up / spin down) at -12.59 / -17.49 eV. For the orbital gap (spin up / spin down), the calculation gives 2.533 / 7.323 eV. Its charge is +6.